Here is the molecule C10H7ClN2O2 from the Open Molecules 2025 dataset. Energies are from wB97M-V/def2-TZVPD.

Geometry (Å):
Cl  0.46827  3.27802  4.86625
O  0.66554  -1.33291  -1.84856
O  2.07294  -1.75964  0.60096
N  0.66806  -0.52495  -0.68349
N  -0.29911  1.45019  0.14373
C  -0.73936  0.63736  -2.12639
C  -0.12715  -0.64720  -2.83077
C  0.39008  1.28219  1.35408
C  1.67974  1.04720  3.81534
C  0.16961  2.24982  2.37315
C  1.18481  0.18302  1.56820
C  0.79847  2.13668  3.60118
C  1.87106  0.07345  2.80987
C  1.35364  -0.77536  0.48011
C  -0.12978  0.57482  -0.81260
H  0.55800  -0.31168  -3.61798
H  -0.51953  1.56359  -2.63341
H  -1.82624  0.53843  -2.11574
H  -0.86708  -1.30298  -3.26162
H  -0.53336  3.09207  2.20357
H  2.61457  -0.72337  2.95732
H  2.18869  0.91315  4.79869

As for the energy above the lowest of the compared OMol25 structures with the same formula, charge and spin: 0.0 kJ/mol. The SMILES is O=c1c2ccc(Cl)cc2nc2n1OCC2. For the frontier orbital gap, the calculation gives 9.083 eV.

Löwdin population analysis, charges in e, atoms 1 to 6: atom 1 (Cl): 0.67, atom 2 (O): 0.00, atom 3 (O): 0.08, atom 4 (N): 0.08, atom 5 (N): 0.17, atom 6 (C): -0.04

---

Here is C5H8MgO5Sc as an isolated structure from the Open Molecules 2025 dataset. Energies are from wB97M-V/def2-TZVPD.

Geometry (Å):
Sc  -0.43511  1.14700  0.44892
Mg  3.89559  -2.42724  0.67334
O  -1.91075  -0.46134  0.04819
O  -1.58697  2.03101  -0.76969
O  1.38757  0.22692  0.03197
O  2.02261  -1.85408  0.65304
O  0.06127  -0.64301  1.62122
C  -1.51537  -1.75924  0.32110
C  -2.76999  1.39290  -1.11212
C  1.24578  -0.89328  0.57222
C  -0.91430  -1.67999  1.71933
C  -2.59180  -0.12474  -1.16965
H  -3.14283  1.70902  -2.10511
H  -0.40002  -2.62951  1.93330
H  -0.40652  -1.97340  -0.34033
H  -2.33995  -2.48217  0.25469
H  -1.67813  -1.52685  2.49229
H  -3.57889  1.61328  -0.38592
H  -1.94636  -0.42079  -2.01149
H  -3.54493  -0.67042  -1.21012

As for the energy above the lowest of the compared OMol25 structures with the same formula, charge and spin: 101.7 kJ/mol. Its charge is +2. Its spin multiplicity is 2. For the frontier orbital gap (spin up / spin down), the calculation gives 5.805 / 9.511 eV.

Löwdin population analysis, charges in e, atoms 1 to 6: atom 1 (Sc): 1.53, atom 2 (Mg): 1.04, atom 3 (O): -0.24, atom 4 (O): -0.23, atom 5 (O): 0.01, atom 6 (O): -0.14

---

Here is C37H32GeN2O6PdS2 as an isolated structure from the Open Molecules 2025 dataset. Energies are from wB97M-V/def2-TZVPD.

Geometry (Å):
Pd  -0.39409  0.14575  -0.23864
Ge  -0.15231  2.45172  -2.06482
S  -3.53146  1.87105  -2.95308
S  -2.68955  0.75773  -0.21569
O  -5.15685  -5.39826  0.43607
O  -0.78485  -1.99000  3.53259
O  -0.53335  -0.43966  1.92280
O  -5.08894  -4.43809  2.33094
O  1.84200  0.49512  0.68697
O  1.25377  -0.99664  -1.62476
N  -2.96428  -0.68564  -2.51385
N  -4.64296  -4.63664  1.22694
C  4.39026  -2.68913  -2.19348
C  -0.21250  4.81473  -3.91493
C  -2.77851  -3.11373  1.74207
C  3.84939  1.44061  -3.00913
C  -2.89829  -4.16003  -0.43832
C  1.81322  2.31726  -2.02258
C  -3.88110  0.72369  -4.31067
C  4.36752  -1.88961  0.05903
C  -0.38964  3.43575  -3.78188
C  2.42746  -1.42909  -1.39600
C  -1.71478  -3.53888  -0.78264
C  3.12309  -1.28904  -0.13747
C  -1.59994  -2.48186  1.38433
C  3.98145  2.88661  -1.09698
C  4.61222  2.10919  -2.05855
C  -0.96564  0.69185  -2.13473
C  2.72602  -0.87779  2.38681
C  -0.69771  3.64873  -0.59855
C  2.59311  2.98891  -1.08150
C  -0.65737  4.70375  -6.28147
C  -0.67268  2.70404  -4.93762
C  -3.41175  -3.94409  0.83233
C  -0.80367  3.32317  -6.17447
C  -0.35394  5.44749  -5.14857
C  -1.89500  5.60770  0.19402
C  -2.46792  0.56207  -1.98018
C  -0.31299  3.38772  0.72118
C  2.51656  -0.48323  0.93913
C  5.02430  -2.57849  -0.94503
C  -0.91912  -1.55401  2.37659
C  -1.50350  5.33689  1.49683
C  -0.70970  4.22300  1.75628
C  2.46510  1.55158  -2.99133
C  -1.49106  4.76951  -0.84195
C  -3.14166  -0.59002  -3.94782
C  -1.06309  -2.71194  0.12486
C  3.14579  -2.14858  -2.41308
H  -0.41688  3.98299  2.77215
H  4.85176  -1.77384  1.02619
H  -4.95891  0.56133  -4.37756
H  -3.42835  -4.80507  -1.12346
H  2.85289  -1.95551  2.49362
H  -0.80634  1.62695  -4.85979
H  2.65799  -2.23951  -3.37844
H  -0.77658  5.19377  -7.24172
H  -2.15906  -0.59087  -4.42346
H  4.89312  -3.21486  -3.00179
H  0.05078  5.40746  -3.04389
H  -0.22658  6.52272  -5.22540
H  1.87921  1.00639  -3.72532
H  -1.29567  -3.67990  -1.76965
H  -1.83308  4.97751  -1.85040
H  -2.53201  6.46062  -0.01741
H  3.62108  -0.37980  2.77768
H  -0.51557  -0.01236  -2.82981
H  4.56902  3.40281  -0.34423
H  -1.03256  2.73312  -7.05619
H  -3.68993  -1.46225  -4.30989
H  0.28530  2.51912  0.96020
H  -3.20039  -2.96388  2.72599
H  -0.12274  -2.26809  -0.15660
H  -1.82765  5.97959  2.30794
H  1.85772  -0.54733  2.95650
H  -3.52740  1.13290  -5.26178
H  6.00312  -3.01136  -0.77639
H  5.69223  2.01327  -2.06101
H  2.11371  3.58742  -0.31658
H  4.33399  0.81673  -3.75268
H  -3.80793  -0.95955  -2.03036

As for the energy above the lowest of the compared OMol25 structures with the same formula, charge and spin: 0.0 kJ/mol. Its charge is -2. For the frontier orbital gap, the calculation gives 6.543 eV.

Löwdin population analysis, charges in e, atoms 1 to 6: atom 1 (Pd): 0.64, atom 2 (Ge): 0.95, atom 3 (S): 0.78, atom 4 (S): 0.60, atom 5 (O): 0.04, atom 6 (O): -0.02

---

Here is C53H53N6O6W as an isolated structure from the Open Molecules 2025 dataset. Energies are from wB97M-V/def2-TZVPD.

Geometry (Å):
W  -0.02707  -0.07958  -0.59091
O  1.40999  -3.68451  -1.95149
O  -1.04517  2.16835  -3.79265
O  -0.80635  0.60182  -2.21872
O  -4.58672  -4.38064  -4.54318
O  -2.70974  -5.65985  -4.56148
O  0.99478  -1.58427  -1.32979
N  -2.03402  0.61732  0.10826
N  1.67296  0.81335  -2.05911
N  -1.46536  -1.70275  -1.73895
N  0.30263  2.03164  -0.06751
N  1.67525  -0.17178  0.86356
N  -0.63848  -1.65199  0.84701
C  -3.41266  -4.68076  -4.27108
C  -3.11163  -0.10812  0.55345
C  -0.36477  1.53268  -3.02568
C  1.47277  4.02612  -0.34063
C  -4.00444  1.76038  -0.31714
C  -6.02635  0.53935  2.17608
C  3.03989  0.76938  -2.03680
C  -2.73547  -1.56422  -2.11626
C  -1.37594  -3.77801  -2.93401
C  -0.33997  5.46224  -1.47095
C  -3.03624  -1.40660  1.06532
C  -1.12850  6.30025  -0.45435
C  2.62758  5.63727  1.18558
C  5.06725  -0.28377  -1.25530
C  5.23001  1.63949  -2.68049
C  -3.38200  -2.51076  -2.88882
C  -2.59024  1.77276  -0.41672
C  5.84408  0.66600  -1.93689
C  -2.70663  -3.64762  -3.31185
C  3.82678  1.71073  -2.75554
C  0.23258  4.22658  -0.85320
C  3.69835  -0.23905  -1.30502
C  -0.50491  3.00746  -0.64700
C  2.64025  0.76250  1.16417
C  3.89759  -2.75636  3.79317
C  -0.80418  -2.78773  -2.16282
C  -0.53595  -3.91832  1.41721
C  -1.83558  -3.53861  1.51061
C  -1.89159  -2.13768  1.14487
C  -5.67129  0.06580  0.76111
C  1.51098  2.67117  0.15430
C  -3.12169  -4.26036  3.52646
C  -3.02437  -4.31017  1.99532
C  -1.84941  2.87993  -0.82731
C  0.20916  -2.72399  1.08339
C  0.15880  -5.23005  1.63904
C  -4.85447  2.90226  -0.80575
C  2.21941  -1.37063  1.27670
C  -0.68137  -6.48941  1.43140
C  4.92115  1.01512  2.25481
C  3.17009  2.66473  -3.56312
C  3.50155  -1.18873  1.84653
C  1.55452  -2.60371  1.23651
C  5.95892  0.34692  3.15482
C  2.59627  5.00446  -0.21311
C  -4.33296  0.57773  0.31904
C  1.81426  2.60033  -3.67427
C  0.64896  -2.76133  -1.80302
C  2.58312  2.10596  0.77579
C  1.11052  1.66175  -2.91483
C  3.76276  0.17104  1.79231
C  4.31904  -2.32884  2.38131
C  -6.26366  2.55442  -1.28639
H  -2.96185  -5.34455  1.66755
H  -4.41218  -2.38322  -3.19338
H  0.46956  6.06637  -1.88695
H  -0.02699  -7.36183  1.42100
H  -0.79141  -4.63030  -3.25279
H  -3.23894  -0.65877  -1.80140
H  3.74795  3.40941  -4.09635
H  -3.20545  -3.22671  3.86558
H  1.70260  6.18359  1.37205
H  5.37314  -2.06225  2.38436
H  -6.69406  3.41447  -1.80166
H  1.00252  -5.26746  0.94691
H  5.81743  2.35534  -3.24362
H  -2.22685  -4.69302  3.97711
H  -1.58643  7.16778  -0.93310
H  2.84888  -3.05584  3.79891
H  3.10874  -0.99896  -0.81480
H  6.92486  0.61638  -1.89871
H  -1.20972  -6.45368  0.47822
H  -4.92290  3.66064  -0.01709
H  -6.44401  0.38916  0.06893
H  5.43587  1.42175  1.37519
H  -1.91365  5.69938  0.00455
H  2.48490  5.78918  -0.96488
H  4.21195  -3.18438  1.70970
H  -6.23865  1.71788  -1.98589
H  4.50436  -3.59384  4.14486
H  -6.92825  2.30492  -0.46060
H  -5.99106  1.62854  2.23662
H  3.46784  6.32652  1.29123
H  3.54800  4.50272  -0.40709
H  2.71483  4.86332  1.94885
H  1.23835  3.25441  -4.31477
H  4.01351  -1.93311  4.49935
H  5.48274  -0.18317  3.97952
H  -3.93648  -3.89654  1.56410
H  0.57727  -5.24237  2.65219
H  -7.02972  0.21005  2.45602
H  -0.99282  5.17652  -2.29954
H  -3.96382  -1.88011  1.34948
H  -4.33282  3.36730  -1.64303
H  5.54517  -1.07186  -0.68753
H  -1.40498  -6.62980  2.23408
H  -3.99391  -4.81303  3.88098
H  -5.67489  -1.02528  0.73899
H  4.50357  1.87140  2.79192
H  6.62125  1.10340  3.57876
H  3.46383  2.71300  0.93438
H  6.57676  -0.35486  2.59575
H  2.12619  -3.49334  1.45698
H  -0.47036  6.65184  0.34108
H  -5.31746  0.13962  2.90290
H  -2.37549  3.70631  -1.28087

As for the energy above the lowest of the compared OMol25 structures with the same formula, charge and spin: 35.3 kJ/mol. Its charge is -1. Its spin multiplicity is 3. For the frontier orbital gap (spin up / spin down), the calculation gives 4.234 / 5.627 eV.

Löwdin population analysis, charges in e, atoms 1 to 6: atom 1 (W): 1.98, atom 2 (O): 0.11, atom 3 (O): 0.12, atom 4 (O): -0.20, atom 5 (O): -0.05, atom 6 (O): -0.04

---

Q: What is the energy above the lowest of the compared OMol25 structures with the same formula, charge and spin in the fourth record?
A: 35.3 kJ/mol

---

Q: Among the records above, which one has the highest energy above the lowest of the compared OMol25 structures with the same formula, charge and spin?
A: C5H8MgO5Sc

---

Q: The highest energy above the lowest of the compared OMol25 structures with the same formula, charge and spin belongs to which entry?
A: C5H8MgO5Sc